No. 1
{
  "formula": "C51H32F12IN3NaO3PS",
  "method": "wB97M-V/def2-TZVPD",
  "species": ["Na", "C", "C", "N", "C", "C", "C", "C", "C", "C", "C", "C", "C", "N", "C", "H", "H", "H", "H", "H", "H", "H", "H", "F", "C", "F", "F", "C", "C", "C", "C", "N", "C", "S", "H", "H", "H", "I", "C", "C", "C", "C", "C", "C", "C", "C", "C", "P", "C", "C", "C", "C", "C", "C", "C", "C", "C", "C", "C", "C", "C", "H", "H", "H", "H", "H", "H", "H", "H", "H", "H", "H", "H", "H", "H", "H", "H", "O", "C", "O", "C", "C", "C", "C", "C", "C", "H", "H", "H", "H", "H", "F", "C", "F", "F", "C", "O", "C", "F", "F", "F", "C", "F", "F", "F"],
  "positions_angstrom": [[-2.08526, 0.12326, -1.06740], [-6.57553, -0.76716, -2.64031], [-5.18233, -0.65059, -2.53298], [-4.56783, -0.44610, -1.34831], [-5.32671, -0.37903, -0.26526], [-6.78789, -0.55729, -0.26833], [-7.39957, -0.61895, -1.49262], [-7.42383, -0.52532, 0.99853], [-6.80861, -0.52821, 2.20709], [-5.40335, -0.21214, 2.25754], [-4.65354, 0.06048, 3.36413], [-3.27163, 0.14711, 3.35814], [-2.63528, 0.03635, 2.14173], [-3.35163, -0.08235, 0.99348], [-4.65362, -0.22198, 0.99091], [-7.00153, -0.91436, -3.60781], [-4.54727, -0.60681, -3.41817], [-8.47330, -0.61213, -1.57493], [-8.48770, -0.52955, 0.93232], [-7.39076, -0.69510, 3.12260], [-5.21440, 0.09624, 4.31780], [-2.75326, 0.22819, 4.33500], [-1.56025, 0.03008, 2.07837], [3.78030, 0.53700, -5.23080], [2.89971, 1.17319, -6.12496], [3.13986, 0.71891, -7.41846], [3.25129, 2.51651, -6.12659], [1.40599, 0.99362, -5.82737], [0.48147, 1.09272, -6.86029], [-0.82527, 0.71818, -6.65024], [-1.19498, 0.41405, -5.32867], [-0.44422, 0.37352, -4.26305], [0.87892, 0.43822, -4.51293], [1.80552, 0.14947, -3.11365], [0.79099, 1.55717, -7.81567], [-1.55712, 0.78914, -7.44266], [-2.23335, 0.21385, -5.12083], [0.44226, 2.46815, 1.90375], [1.14524, 2.38623, 3.91265], [0.30359, 3.02682, 4.85829], [0.73922, 3.41840, 6.14759], [1.98473, 3.00556, 6.53969], [2.82999, 2.26208, 5.66820], [4.17692, 2.10473, 5.95805], [4.94170, 1.27921, 5.18577], [4.47030, 0.70315, 4.00447], [3.19562, 0.91318, 3.60729], [2.54875, -0.03891, 2.17123], [4.02529, -0.25112, 1.13513], [4.26238, -1.51245, 0.59680], [5.32647, -1.66948, -0.36168], [5.95046, -0.57454, -0.90625], [5.69642, 0.70348, -0.34523], [4.78072, 0.83991, 0.67813], [2.18909, -1.65431, 2.85900], [1.19628, -2.30759, 2.18078], [0.66306, -3.48511, 2.62968], [1.23435, -4.07878, 3.77344], [2.23386, -3.44905, 4.44431], [2.71853, -2.19796, 4.05644], [2.33107, 1.81244, 4.37022], [-0.54517, 3.52066, 4.49224], [0.07619, 3.98889, 6.75278], [2.41997, 3.30492, 7.48195], [4.44780, 2.58710, 6.84851], [5.97479, 1.15731, 5.39733], [5.16426, 0.19816, 3.35376], [3.86002, -2.42164, 1.05799], [5.49270, -2.67042, -0.75231], [6.64082, -0.72242, -1.73543], [6.32763, 1.48722, -0.64821], [4.65974, 1.81153, 1.15706], [0.81089, -1.91056, 1.20238], [-0.11086, -3.98219, 2.06970], [0.92258, -5.12949, 4.08937], [2.63179, -3.94387, 5.37008], [3.61351, -1.77948, 4.49649], [-1.75813, -2.22162, -2.70165], [-0.74413, -2.37699, -1.96321], [-0.52789, -1.61779, -0.95490], [0.17267, -3.51710, -2.27199], [-0.17834, -4.39150, -3.33069], [0.62081, -5.46174, -3.58182], [1.82737, -5.71620, -2.97302], [2.20764, -4.83111, -1.98711], [1.36485, -3.78783, -1.59308], [-1.08882, -4.23315, -3.88147], [0.28171, -6.11836, -4.38659], [2.49618, -6.56390, -3.22989], [3.20811, -4.93971, -1.54848], [1.68121, -3.13106, -0.76447], [-2.44583, 2.07962, -2.67473], [-2.69841, 3.07474, -1.73488], [-3.42466, 2.45966, -0.73201], [-3.54622, 3.94532, -2.27367], [-1.37958, 3.64669, -1.23522], [-0.83702, 2.65969, -0.52844], [-0.41896, 3.95261, -2.48681], [0.48874, 4.85651, -2.11940], [0.19074, 2.94355, -3.01739], [-1.14325, 4.55849, -3.53318], [-1.62098, 5.03985, -0.48552], [-2.56255, 4.91825, 0.42622], [-2.00944, 6.02149, -1.31326], [-0.55280, 5.49159, 0.12987]],
  "mulliken_charge": [0.68, -0.81, -0.18, 0.16, 0.09, 0.45, -0.67, -0.74, -1.01, 0.51, -0.38, -1.12, -0.68, 0.23, 0.49, 0.41, 0.36, 0.41, 0.36, 0.36, 0.31, 0.42, 1.03, -0.21, 0.59, -0.29, -0.28, 0.00, -0.27, -1.06, 0.16, 0.09, -0.36, -0.20, 0.29, 0.37, 0.11, 0.18, -0.14, -0.91, -0.69, -0.83, 0.58, -0.87, -0.85, -0.23, 0.77, 0.75, 0.04, -0.40, -0.56, -0.48, -0.76, -0.20, 0.21, -0.18, -0.88, -0.39, -0.56, -0.35, 0.33, 0.52, 0.44, 0.31, 0.42, 0.42, 0.45, 0.26, 0.35, 0.34, 0.45, 0.37, 0.44, 0.53, 0.24, 0.27, 0.40, -0.77, 0.52, -0.40, -0.19, -0.68, -0.25, -0.49, -0.39, 0.25, 0.43, 0.28, 0.33, 0.31, 0.23, -0.11, 0.09, -0.18, -0.32, 1.11, -0.33, 0.30, -0.29, -0.05, -0.35, 0.39, -0.28, -0.30, -0.24],
  "total_energy_ha": -4750.70863,
  "de_lowest_ev": 2.280,
  "largest_force_ha_per_bohr": 0.0717,
  "homo_lumo_gap_ha": 0.150,
  "homo_ev": -0.940,
  "total_charge": -2
}

No. 2
{
  "formula": "C51H34Cl2FeN9O3",
  "method": "wB97M-V/def2-TZVPD",
  "species": ["Fe", "Cl", "C", "C", "C", "N", "C", "O", "C", "C", "C", "C", "C", "N", "C", "C", "C", "Cl", "N", "C", "O", "C", "C", "C", "C", "C", "N", "H", "H", "H", "H", "H", "H", "H", "H", "H", "H", "C", "O", "C", "C", "C", "C", "C", "C", "C", "N", "C", "C", "N", "C", "C", "C", "C", "N", "C", "C", "N", "C", "C", "C", "C", "H", "H", "H", "H", "H", "H", "H", "H", "H", "H", "H", "H", "H", "H", "N", "C", "C", "C", "C", "C", "C", "C", "C", "C", "C", "C", "C", "C", "H", "H", "H", "H", "H", "H", "H", "H", "H", "H"],
  "positions_angstrom": [[-1.55071, -1.89378, -0.20677], [-1.65151, 4.18687, 0.73134], [-0.65880, 2.71295, 0.98906], [-1.57835, 1.55021, 1.38045], [-0.89487, 0.21383, 1.42791], [-1.77639, -0.91472, 1.48885], [-2.98513, -0.87506, 2.03084], [-3.46406, -0.12152, 2.88234], [-3.87252, -1.91906, 1.37535], [-5.09810, -2.26070, 1.91956], [-5.89975, -3.16726, 1.24851], [-5.45686, -3.68586, 0.04063], [-4.22650, -3.28376, -0.44768], [-3.44157, -2.42369, 0.20384], [1.03324, -0.50988, 0.21482], [1.81517, 0.55767, -0.45458], [1.17225, 1.70559, -0.65299], [2.04426, 3.07868, -1.27398], [0.48218, -1.52072, -0.28278], [0.56275, -2.43950, -1.42918], [1.68705, -2.40233, -2.20419], [0.41459, -3.76735, -0.66920], [1.23307, -4.86820, -0.77353], [0.90803, -5.99124, -0.01937], [-0.20727, -5.96297, 0.79945], [-0.97696, -4.80701, 0.84027], [-0.67614, -3.73658, 0.12173], [-2.53610, 1.68685, 1.86391], [-5.38641, -1.79387, 2.85087], [-6.85957, -3.46024, 1.65388], [-6.05458, -4.38585, -0.52640], [-3.84784, -3.64379, -1.39285], [2.85986, 0.43741, -0.71117], [2.09233, -4.83318, -1.42747], [1.52562, -6.87860, -0.07102], [-0.48434, -6.81631, 1.40208], [-1.85738, -4.73131, 1.46725], [5.61402, 8.44443, 6.20302], [4.66516, 8.61655, 5.16631], [4.05682, 7.50581, 4.67982], [4.29939, 6.21369, 5.13465], [3.61744, 5.14809, 4.56623], [2.69573, 5.34651, 3.54741], [2.46766, 6.64781, 3.09609], [3.13566, 7.71679, 3.65452], [2.00188, 4.19045, 2.97316], [2.35915, 2.94277, 3.11135], [1.41600, 2.18699, 2.43639], [0.47307, 3.02920, 1.88653], [0.86441, 4.29411, 2.22731], [-0.29912, 1.97719, -0.38410], [-0.95088, 2.58699, -1.60116], [-1.82821, 1.88565, -2.31853], [-2.16720, 0.50409, -1.96876], [-1.88840, -0.00363, -0.83184], [-1.19848, 0.83849, 0.08135], [0.58218, -0.19683, 1.69897], [0.56100, -1.49648, 2.37489], [1.65133, -1.92719, 2.88581], [2.85695, -1.15618, 2.99828], [2.73762, 0.20078, 2.83252], [1.55070, 0.76050, 2.35168], [5.98118, 9.43799, 6.44288], [6.44884, 7.81909, 5.87677], [5.15508, 8.00377, 7.09153], [5.00822, 6.02472, 5.92719], [3.79646, 4.13994, 4.91505], [1.77714, 6.83660, 2.28257], [2.96847, 8.72727, 3.30718], [0.33903, 5.12707, 2.02373], [-0.65859, 3.58512, -1.89666], [-2.26120, 2.30311, -3.21780], [-2.63250, -0.14082, -2.70638], [1.62225, -2.92820, 3.31265], [3.76876, -1.60984, 3.35981], [3.53142, 0.87263, 3.12811], [-0.73798, -2.29914, -2.05554], [-0.79216, -2.28491, -3.38879], [-2.08372, -2.69364, -4.00166], [-2.73247, -1.89160, -4.93647], [-3.93991, -2.29425, -5.49183], [-4.49839, -3.51375, -5.13530], [-3.84531, -4.32853, -4.21972], [-2.65072, -3.91473, -3.65106], [0.31501, -1.94492, -4.14923], [1.45383, -1.44296, -3.33079], [2.71847, -1.27325, -4.08535], [2.78994, -1.51989, -5.40208], [1.65947, -1.98925, -6.17037], [0.48063, -2.20767, -5.54320], [-2.28082, -0.94907, -5.22395], [-4.44155, -1.65796, -6.20975], [-5.43426, -3.83244, -5.57590], [-4.26793, -5.28964, -3.95271], [-2.12751, -4.54266, -2.93908], [1.17037, -0.51412, -2.80813], [3.58637, -0.93006, -3.53449], [3.73381, -1.36665, -5.91338], [1.77632, -2.19322, -7.22548], [-0.35858, -2.61641, -6.09395]],
  "lowdin_spin": [0.00, 0.00, 0.01, 0.00, 0.01, 0.00, 0.00, 0.00, 0.00, 0.00, 0.00, 0.00, 0.00, 0.00, 0.05, 0.01, 0.00, 0.00, 0.00, 0.00, 0.00, 0.00, 0.00, 0.00, 0.00, 0.00, 0.00, 0.00, 0.00, 0.00, 0.00, 0.00, 0.00, 0.00, 0.00, 0.00, 0.00, 0.00, 0.00, 0.00, 0.00, 0.00, 0.00, 0.00, 0.00, 0.00, 0.02, 0.01, 0.11, 0.04, 0.01, 0.00, 0.00, 0.00, 0.00, 0.00, 0.04, 0.14, 0.03, 0.24, 0.00, 0.26, 0.00, 0.00, 0.00, 0.00, 0.00, 0.00, 0.00, 0.00, 0.00, 0.00, 0.00, 0.00, 0.02, 0.00, 0.00, 0.00, 0.00, 0.00, 0.00, 0.00, 0.00, 0.00, 0.00, 0.00, 0.00, 0.00, 0.00, 0.00, 0.00, 0.00, 0.00, 0.00, 0.00, 0.00, 0.00, 0.00, 0.00, 0.00],
  "total_energy_ha": -4866.37152,
  "de_lowest_ev": 0.000,
  "largest_force_ha_per_bohr": 0.0107,
  "homo_lumo_gap_ha": [0.218, 0.188],
  "homo_ev": [-6.250, -6.252],
  "total_charge": 0,
  "multiplicity": 2
}